C38H100Cl8N12O16P4S3 | wB97M-V/def2-TZVPD

The SMILES is CN(C)P(=O)(N(C)C)N(C)C.CN(C)P(=O)(N(C)C)N(C)C.CN(C)P(=O)(N(C)C)N(C)C.CN(C)P(=O)(N(C)C)N(C)C.O=S1(=O)OCCO1.O=S1(=O)OCCO1.O=S1(=O)OCCO1.ClCCCl.ClCCCl.ClCCCl.ClCCCl. As for the highest occupied orbital energy: -8.3 eV. As for the LUMO energy: 0.12 eV. The calculation puts the orbital gap at 0.308 Eh. Its spin multiplicity is 1.

Element x y z (Å)
C  -2.69  -6.65  1.29
N  -1.35  -6.54  0.82
C  -0.62  -7.73  1.27
P  -0.75  -5.30  -0.07
O  -1.41  -3.98  0.19
N  0.85  -5.32  0.19
C  1.33  -5.05  1.51
C  1.73  -4.91  -0.90
N  -0.91  -5.73  -1.68
C  -1.27  -4.67  -2.61
C  -0.73  -7.06  -2.23
H  -2.79  -6.67  2.37
H  -3.11  -7.59  0.84
H  -3.33  -5.85  0.91
H  0.44  -7.67  1.02
H  -1.08  -8.58  0.84
H  -0.53  -7.77  2.36
H  1.47  -4.01  1.85
H  0.66  -5.53  2.21
H  2.35  -5.46  1.75
H  1.16  -4.37  -1.75
H  2.54  -4.26  -0.53
H  2.39  -5.76  -1.25
H  -1.28  -3.69  -2.11
H  -0.61  -4.65  -3.48
H  -2.28  -4.85  -2.98
H  -1.69  -7.64  -2.28
H  -0.04  -7.63  -1.58
H  -0.25  -7.01  -3.22
C  5.01  4.73  0.32
N  3.86  5.53  0.72
C  3.87  6.13  2.07
P  3.02  6.20  -0.56
O  2.47  5.13  -1.47
N  1.88  7.17  0.15
C  0.89  6.64  1.13
C  1.30  8.25  -0.72
N  3.87  7.28  -1.48
C  3.94  7.24  -2.91
C  4.92  7.98  -0.76
H  4.97  4.52  -0.75
H  5.05  3.76  0.77
H  5.94  5.22  0.51
H  4.53  6.98  2.21
H  4.23  5.34  2.69
H  2.91  6.45  2.35
H  0.81  7.31  2.03
H  -0.12  6.65  0.57
H  1.13  5.72  1.53
H  0.77  8.79  0.07
H  2.10  8.89  -1.07
H  0.64  7.86  -1.49
H  3.17  6.60  -3.34
H  3.94  8.27  -3.35
H  4.90  6.79  -3.14
H  5.82  7.35  -0.75
H  4.58  8.29  0.24
H  5.19  9.00  -1.27
C  -8.21  -1.01  -2.31
N  -6.92  -1.36  -2.91
C  -6.92  -2.53  -3.87
P  -5.53  -0.70  -2.36
O  -5.81  0.41  -1.40
N  -4.65  -1.86  -1.70
C  -5.49  -2.56  -0.69
C  -3.35  -1.57  -1.18
N  -4.56  -0.27  -3.64
C  -4.66  1.14  -4.20
C  -3.75  -1.19  -4.41
H  -8.23  -0.33  -1.45
H  -8.72  -1.99  -2.05
H  -8.88  -0.62  -3.09
H  -7.23  -3.36  -3.20
H  -5.90  -2.66  -4.21
H  -7.66  -2.44  -4.72
H  -5.01  -3.54  -0.55
H  -5.63  -2.00  0.23
H  -6.51  -2.78  -0.98
H  -2.74  -0.96  -1.85
H  -3.43  -1.10  -0.18
H  -2.79  -2.50  -0.99
H  -5.09  1.29  -5.25
H  -5.33  1.61  -3.49
H  -3.71  1.59  -4.10
H  -3.78  -0.97  -5.53
H  -3.96  -2.21  -4.18
H  -2.71  -1.06  -4.06
C  1.45  -1.02  -0.95
N  2.09  0.04  -0.18
C  3.46  0.31  -0.59
P  2.03  -0.21  1.48
O  2.62  -1.48  2.02
N  2.63  1.10  2.25
C  3.25  0.76  3.52
C  2.32  2.49  1.97
N  0.45  -0.25  1.88
C  -0.57  0.79  1.39
C  -0.18  -1.56  2.21
H  1.51  -0.81  -2.02
H  0.42  -1.11  -0.70
H  1.83  -2.04  -0.78
H  4.13  -0.54  -0.64
H  3.81  0.94  0.22
H  3.52  0.81  -1.51
H  2.50  1.05  4.35
H  3.50  -0.24  3.52
H  4.10  1.42  3.62
H  1.54  2.92  2.61
H  3.16  3.19  2.14
H  2.06  2.62  0.93
H  -0.87  0.47  0.35
H  -1.51  0.76  2.00
H  -0.12  1.78  1.31
H  -0.91  -1.43  3.02
H  0.53  -2.28  2.28
H  -0.83  -1.92  1.29
O  6.35  -1.33  -4.79
S  5.44  -1.98  -3.94
O  4.03  -1.78  -4.05
O  5.79  -3.58  -3.89
C  5.60  -4.12  -2.61
C  6.11  -2.92  -1.76
O  5.72  -1.66  -2.45
H  4.49  -4.30  -2.52
H  6.17  -5.01  -2.44
H  7.17  -2.95  -1.68
H  5.75  -2.97  -0.78
O  -0.63  6.15  3.63
S  -0.96  5.16  4.59
O  -0.18  5.01  5.77
O  -2.45  5.32  4.89
C  -3.28  4.13  4.49
C  -2.43  3.43  3.42
O  -1.05  3.75  3.88
H  -3.29  3.50  5.34
H  -4.26  4.42  4.27
H  -2.40  3.84  2.41
H  -2.62  2.35  3.41
O  -1.16  0.33  -3.10
S  -0.69  1.59  -3.55
O  -1.02  1.83  -4.91
O  -1.07  2.79  -2.56
C  -0.05  3.10  -1.69
C  1.28  2.75  -2.46
O  0.87  1.61  -3.26
H  -0.10  4.14  -1.47
H  -0.16  2.52  -0.79
H  2.07  2.50  -1.82
H  1.64  3.52  -3.13
Cl  -3.57  0.67  5.29
C  -2.68  0.43  6.85
C  -1.35  -0.27  6.64
Cl  -0.34  0.85  5.68
H  -3.37  -0.23  7.44
H  -2.53  1.43  7.27
H  -1.43  -1.16  6.03
H  -0.92  -0.54  7.62
Cl  -5.87  3.43  1.72
C  -4.93  2.13  0.94
C  -4.22  2.50  -0.39
Cl  -2.83  3.50  0.05
H  -5.59  1.29  0.80
H  -4.20  1.78  1.70
H  -4.96  3.09  -1.00
H  -3.90  1.63  -0.92
Cl  5.79  -4.19  6.09
C  4.13  -3.83  6.66
C  3.34  -5.14  6.85
Cl  4.07  -6.21  8.18
H  3.66  -3.20  5.89
H  4.17  -3.22  7.60
H  3.39  -5.71  5.95
H  2.33  -5.01  7.17
Cl  0.19  -0.80  -6.29
C  0.69  -1.91  -4.88
C  1.11  -3.24  -5.44
Cl  -0.24  -4.25  -6.08
H  -0.17  -1.91  -4.27
H  1.43  -1.37  -4.30
H  1.68  -3.87  -4.78
H  1.92  -3.03  -6.23